Record 1
An isolated molecule of C2H6N2O, computed with ωB97M-V/def2-TZVPD.

Structure (XYZ):
```
11
Properties=species:S:1:pos:R:3:nbo_charge:R:1
C -1.727 -0.327 -0.087 -0.46
N -0.959 0.908 -0.131 -0.47
C 0.289 0.912 -0.011 0.27
N 1.136 -0.180 0.151 -0.37
O 2.502 -0.003 -0.288 -0.56
H -1.715 -0.971 -0.945 0.19
H -2.780 -0.190 0.068 0.21
H -1.441 -0.997 0.732 0.18
H 0.941 1.835 0.041 0.17
H 0.844 -1.065 -0.163 0.37
H 2.910 0.078 0.632 0.48
```

Output
Orbital gap, eV: 10.2
Lowest unoccupied orbital energy, eV: 0.89
Calculated total energy, eV: -7196.435
SMILES: C/N=C\NO
ΔE to the lowest compared entry with this formula, charge and spin, kJ/mol: 323.4



Record 2
An isolated molecule of C4H5NO2, computed with ωB97M-V/def2-TZVPD.

Structure (XYZ):
```
12
Properties=species:S:1:pos:R:3:nbo_charge:R:1
C 0.288 1.355 -0.940 -0.38
C 0.428 0.246 -0.227 0.06
N 1.338 -0.003 0.838 -0.85
C -0.426 -0.974 -0.486 0.47
O -0.312 -1.709 -1.422 -0.48
C -1.473 -1.099 0.604 0.35
O -1.310 -1.494 1.720 -0.47
H 0.890 2.230 -0.764 0.21
H -0.426 1.404 -1.743 0.21
H 2.299 0.147 0.538 0.38
H 1.155 0.602 1.633 0.38
H -2.451 -0.704 0.251 0.12
```

Output
Orbital gap, eV: 9.6
Lowest unoccupied orbital energy, eV: 0.27
Calculated total energy, eV: -9812.069
SMILES: C=C(N)C(=O)C=O
ΔE to the lowest compared entry with this formula, charge and spin, kJ/mol: 216.7



Record 3
An isolated molecule of C35H40N4O5, computed with ωB97M-V/def2-TZVPD.

Structure (XYZ):
```
84
Properties=species:S:1:pos:R:3:mulliken_charge:R:1
C -2.532 -2.495 3.621 -0.41
C -2.450 -1.356 2.619 -0.63
N -2.431 0.000 3.220 0.56
C -3.648 0.807 3.091 -0.36
C -4.143 0.953 1.664 -1.23
C -1.539 0.381 4.185 -1.20
O -1.826 1.216 5.042 -0.67
C -0.140 -0.231 4.078 1.42
C 0.718 0.795 3.354 -0.24
O 0.361 1.954 3.168 -0.62
C 2.073 0.326 2.936 0.15
C 2.328 -1.024 2.656 -0.02
C 3.625 -1.456 2.388 -0.76
C 4.677 -0.531 2.378 -0.58
C 4.405 0.836 2.545 -0.51
C 3.102 1.271 2.784 -0.49
C 0.509 -0.607 5.396 0.90
C 0.870 0.572 6.234 -1.17
C 2.018 1.279 6.044 -0.73
N 2.194 2.560 6.457 0.83
C 3.486 3.237 6.373 -0.01
C 4.524 2.687 7.361 -0.38
C 5.840 3.433 7.283 0.45
C 6.333 4.118 8.398 -0.42
C 7.488 4.900 8.284 -0.57
C 8.169 4.968 7.063 -0.45
C 7.712 4.227 5.969 -0.67
C 6.550 3.453 6.078 -0.27
C 3.106 4.685 6.692 0.10
O 3.820 5.679 6.586 -0.73
N 1.792 4.679 7.078 0.30
C 1.123 5.871 7.537 -1.01
C 1.175 3.363 7.137 0.48
C 0.999 2.895 8.591 -1.48
C -0.193 3.384 6.458 -1.61
C -0.355 -1.644 6.150 -1.64
C -0.064 -3.019 6.056 0.21
C -0.897 -3.959 6.677 -0.89
C -2.053 -3.557 7.341 -0.48
C -2.371 -2.191 7.369 -0.93
N -3.717 -1.780 7.636 1.05
O -4.552 -2.651 7.966 -0.63
O -4.018 -0.571 7.498 -0.58
C -1.468 -1.229 6.867 0.58
H -2.264 -3.438 3.133 0.35
H -1.850 -2.338 4.464 -0.20
H -3.548 -2.597 4.024 0.39
H -1.545 -1.471 2.002 0.20
H -3.320 -1.398 1.958 0.31
H -4.437 0.346 3.710 0.30
H -3.415 1.790 3.517 0.36
H -5.102 1.476 1.705 0.42
H -3.449 1.554 1.069 0.26
H -4.302 -0.009 1.173 0.36
H -0.207 -1.141 3.476 0.92
H 1.496 -1.731 2.623 0.33
H 3.805 -2.513 2.182 0.41
H 5.699 -0.871 2.202 0.41
H 5.206 1.573 2.470 0.45
H 2.853 2.331 2.855 0.50
H 1.444 -1.112 5.124 1.03
H 0.218 0.784 7.079 0.37
H 2.887 0.834 5.535 0.59
H 3.875 3.174 5.338 0.24
H 4.104 2.762 8.380 0.19
H 4.672 1.617 7.136 0.34
H 5.777 4.060 9.338 0.33
H 7.841 5.458 9.150 0.36
H 9.057 5.598 6.966 0.35
H 8.245 4.252 5.018 0.37
H 6.167 2.885 5.226 0.45
H 1.809 6.719 7.483 0.39
H 0.251 6.079 6.906 0.28
H 0.772 5.745 8.570 0.31
H 1.931 3.041 9.153 0.36
H 0.190 3.470 9.059 0.49
H 0.740 1.832 8.612 0.22
H -0.088 3.495 5.373 0.20
H -0.746 2.461 6.639 0.23
H -0.789 4.214 6.863 0.64
H 0.811 -3.339 5.476 0.41
H -0.650 -5.017 6.626 0.40
H -2.746 -4.254 7.801 0.51
H -1.703 -0.170 6.978 0.54
```

Output
Orbital gap, eV: 6.7
Lowest unoccupied orbital energy, eV: -0.89
Calculated total energy, eV: -53139.454
SMILES: CCN(CC)C(=O)[C@@H](C(=O)c1ccccc1)[C@@H](/C=C/N1[C@H](Cc2ccccc2)C(=O)N(C)C1(C)C)c1cccc([N+](=O)[O-])c1
ΔE to the lowest compared entry with this formula, charge and spin, kJ/mol: 0.0



Record 4
A cluster of 2 separate species, C3H9OPS in total, computed with ωB97M-V/def2-TZVPD.

Structure (XYZ):
```
15
Properties=species:S:1:pos:R:3:nbo_charge:R:1
C 0.346 -2.033 1.458 -0.63
C -1.272 1.493 -2.070 -0.27
C -0.324 -0.797 1.040 -0.79
O -1.106 0.824 -0.817 -0.83
P 0.040 -0.218 -0.731 1.19
S 2.219 1.628 -0.487 -0.55
H 1.411 -1.863 1.779 0.22
H -0.107 -2.670 2.250 0.23
H 0.368 -2.653 0.568 0.20
H -0.311 2.123 -2.141 0.22
H -2.289 2.045 -1.945 0.21
H -1.219 0.789 -2.816 0.18
H -0.148 0.137 1.707 0.25
H -1.448 -1.063 1.247 0.25
H 2.819 0.801 -1.326 0.12
```

Output
Orbital gap, eV: 7.8
Lowest unoccupied orbital energy, eV: -0.64
Calculated total energy, eV: -25426.557
ΔE to the lowest compared entry with this formula, charge and spin, kJ/mol: 340.0